Entry 1:
Below is 3 unconnected molecules or ions with the total composition C27H41F7O6 in a non-equilibrium geometry, with properties calculated with the ωB97M-V functional and the def2-TZVPD basis.

Geometry as XYZ:
```
81
Properties=species:S:1:pos:R:3:forces:R:3
C -5.4338 3.4470 6.0109 -0.696 -1.237 0.998
C -4.6398 2.4437 6.9691 1.897 1.267 1.278
C -5.1278 0.9521 7.2915 1.279 0.295 -1.128
C -3.4061 2.8657 7.5484 -1.428 -1.899 -1.044
C -2.1558 1.8598 7.3752 -0.636 1.559 0.336
C -1.6500 2.0619 5.8495 0.305 -0.432 1.227
C -0.4067 1.0866 5.6212 -0.336 -1.184 -0.584
C -1.0237 -0.4205 5.5764 -0.804 0.966 -0.308
C 0.3335 1.2795 4.2018 0.015 0.354 0.243
C 0.2882 2.8114 3.6734 0.649 0.020 1.121
C 1.5409 3.1986 2.7894 -0.211 -0.283 -2.066
C 1.6222 3.0454 1.3774 0.008 0.555 2.830
C 0.3622 2.4926 0.6069 -0.327 -0.628 0.605
F -0.0406 1.2205 1.1169 0.871 2.387 -0.980
F -0.7776 3.3351 0.7898 2.229 -1.388 -0.474
C 0.5504 2.2905 -0.9629 -1.252 -2.144 -0.626
F -0.6934 1.7863 -1.4413 2.332 1.008 1.024
F 1.4786 1.2618 -1.2497 -1.725 2.635 0.813
C 0.8268 3.6318 -1.7948 -0.322 0.757 -2.876
F 1.9776 3.4822 -2.5984 -2.378 0.820 2.426
F -0.2269 3.8042 -2.7241 2.212 -0.204 2.105
F 0.8541 4.7949 -1.0334 0.486 -2.515 -1.321
C 2.9924 3.4898 0.7201 1.305 0.169 -1.108
O 3.5994 2.8865 -0.1748 -2.077 1.416 2.188
C 3.6499 4.8220 1.3290 -1.179 -0.264 3.515
C 3.5651 4.9795 2.7363 -0.521 -0.904 -2.644
C 2.8209 3.8123 3.5474 0.698 0.153 0.605
O 3.2046 3.4233 4.6578 -1.375 1.065 -2.997
H -4.9223 3.4732 4.9862 -0.649 0.042 1.563
H -5.5300 4.4876 6.4521 0.309 -1.191 -0.592
H -6.4805 3.0153 5.8700 1.208 0.778 0.018
H -4.7843 0.6552 8.3448 -0.724 0.604 -1.553
H -6.2532 0.8836 7.1809 1.415 -0.025 0.111
H -4.5879 0.2281 6.5773 -1.179 0.754 0.874
H -3.2681 3.8613 8.0675 0.133 -0.767 -1.712
H -1.2969 2.2336 8.0315 -1.129 -0.875 -0.678
H -2.4460 0.7901 7.6103 0.519 1.298 -0.307
H -2.4864 1.8191 5.1208 0.990 0.228 0.835
H -1.4185 3.1688 5.7493 -0.119 -1.335 0.038
H 0.3387 1.0957 6.4959 -1.056 0.472 -1.334
H -2.0694 -0.2926 5.1098 1.443 -0.412 0.638
H -1.1802 -0.8588 6.6127 0.447 0.368 -1.395
H -0.4496 -1.0925 4.8665 -0.474 0.649 1.224
H 1.4306 0.9908 4.2849 -1.394 0.203 -0.001
H -0.1660 0.5521 3.4826 0.721 1.257 0.621
H 0.3624 3.4484 4.6282 0.034 -0.810 -1.476
H -0.7178 3.0640 3.2147 1.481 -0.356 0.201
H 4.1316 5.6253 0.6977 -0.531 -1.455 0.530
H 3.9695 5.9013 3.2709 -0.482 -1.652 -0.634
C -0.6152 -1.3913 -5.1604 -0.009 -0.133 0.177
O 0.5891 -1.8796 -4.5864 -0.055 0.172 -0.326
C 1.6623 -1.9159 -5.5255 0.186 -0.009 0.550
C 2.6115 -0.7417 -5.3258 -0.151 0.057 -0.507
O 1.9838 0.4949 -5.6521 -0.103 -0.172 0.294
C 1.5749 1.2147 -4.4970 0.094 0.051 -0.183
H -1.3187 -1.1886 -4.3510 0.102 -0.066 -0.004
H -0.4534 -0.4694 -5.7229 0.032 -0.015 -0.025
H -1.0479 -2.1541 -5.8169 -0.057 0.081 -0.082
H 1.2818 -1.9426 -6.5522 0.021 0.092 0.033
H 2.2104 -2.8460 -5.3452 0.057 0.027 -0.068
H 3.4611 -0.8574 -6.0072 -0.009 -0.048 0.034
H 3.0029 -0.7240 -4.3026 -0.115 -0.042 -0.022
H 2.4495 1.6452 -4.0011 -0.066 -0.074 0.057
H 1.0288 0.5800 -3.7950 0.037 -0.029 -0.004
H 0.9180 2.0263 -4.8150 0.092 -0.049 -0.083
C 1.9474 -6.0520 -7.9300 0.186 0.079 0.100
O 1.9819 -5.8094 -6.5307 -0.298 -0.081 -0.229
C 0.6991 -5.4694 -6.0071 0.376 -0.157 0.423
C 0.0601 -6.6552 -5.2966 -0.366 0.161 -0.366
O -0.2688 -7.6956 -6.2138 0.362 -0.002 0.104
C 0.6689 -8.7617 -6.1811 -0.171 -0.026 -0.047
H 2.8954 -6.5094 -8.2184 -0.032 0.068 0.096
H 1.1345 -6.7268 -8.2063 -0.033 0.023 0.017
H 1.8394 -5.1036 -8.4671 -0.060 -0.054 -0.100
H 0.0443 -5.0858 -6.7969 -0.011 -0.107 0.012
H 0.8558 -4.6666 -5.2801 -0.104 -0.012 0.014
H -0.8785 -6.3256 -4.8388 0.049 0.028 0.016
H 0.7093 -7.0292 -4.4973 0.046 0.053 -0.103
H 0.5286 -9.3512 -5.2688 0.116 -0.036 -0.003
H 1.6984 -8.3992 -6.2302 -0.011 0.022 0.038
H 0.4851 -9.4038 -7.0440 -0.085 0.078 0.057
```
Positions in Å, forces in eV/Å.

Summary:
E_HOMO   -7.9125 eV
Kohn-Sham gap   6.29 eV
Structure (SMILES)   CC(C)=CCC[C@@H](C)CCC1=C(C(F)(F)C(F)(F)C(F)(F)F)C(=O)C=CC1=O.COCCOC.COCCOC

Löwdin population analysis, charges in e, atoms 1 to 6:
1 C -0.083
2 C -0.305
3 C -0.081
4 C -0.094
5 C -0.184
6 C -0.193



Entry 2:
Below is a single C10H7ClO5 molecule, with properties calculated with the ωB97M-V functional and the def2-TZVPD basis.

Geometry as XYZ:
```
23
Properties=species:S:1:pos:R:3:forces:R:3
O 0.8793 -3.5047 0.3422 -0.169 0.051 0.336
C 0.4754 -2.3716 0.4512 0.047 -0.178 -0.134
C -0.8967 -1.9525 0.0471 0.017 0.457 -0.102
C -1.0326 -0.7595 -0.5369 -0.148 -0.221 -0.025
C -2.3414 -0.1788 -1.0004 0.169 0.164 0.078
C -3.0206 0.4795 0.1891 -0.063 -0.023 -0.033
O -3.8156 -0.0767 0.8793 -0.183 0.050 -0.032
O -2.7006 1.7921 0.3978 0.043 -0.083 0.509
C 0.2030 0.0684 -0.7329 0.129 -0.161 -0.097
O 0.3706 0.7641 -1.7085 -0.145 0.301 0.306
C 1.2290 -0.0575 0.3468 0.022 -0.413 0.230
C 2.0386 1.1500 0.7091 -0.424 0.062 -0.122
C 3.0507 1.4880 -0.3602 0.058 0.287 -0.025
O 3.7943 0.7331 -0.8702 0.181 -0.303 -0.125
Cl 3.0727 3.2155 -0.7905 0.000 0.018 0.045
C 1.3511 -1.2572 0.9156 0.024 0.428 0.070
H -1.7392 -2.6079 0.2194 0.067 -0.214 -0.143
H -3.0127 -0.9464 -1.3699 0.008 -0.087 -0.030
H -2.1677 0.5790 -1.7612 0.049 -0.108 -0.155
H -1.7436 1.9179 0.4312 -0.047 0.100 -0.421
H 1.3808 2.0057 0.8493 0.014 0.034 0.046
H 2.5555 0.9679 1.6498 0.207 0.017 -0.033
H 2.0696 -1.4483 1.7026 0.144 -0.178 -0.144
```
Positions in Å, forces in eV/Å.

Summary:
E_HOMO   -10.5846 eV
Kohn-Sham gap   8.94 eV
Structure (SMILES)   O=C1C=C(CC(=O)O)C(=O)C(CC(=O)Cl)=C1

Löwdin population analysis, charges in e, atoms 1 to 6:
1 O 0.130
2 C -0.358
3 C 0.088
4 C -0.126
5 C -0.033
6 C -0.499



Entry 3:
Below is a molecular structure, C4H7LaO3 in a non-equilibrium geometry, with properties calculated with the ωB97M-V functional and the def2-TZVPD basis.

Geometry as XYZ:
```
15
Properties=species:S:1:pos:R:3:forces:R:3
H 1.3588 1.3527 -1.9253 0.111 -0.194 0.271
O -0.8384 0.6806 0.3524 0.083 -2.361 2.902
C -0.4657 1.4615 -0.7321 -0.214 -2.372 -2.775
C 0.9605 0.9630 -0.9828 -0.369 0.955 -0.750
O 0.7262 -0.4304 -1.1351 -2.280 -1.317 0.404
C -0.3354 -0.7986 -0.2913 1.409 0.927 2.686
C 0.2182 -1.5912 0.9033 1.177 -0.579 -0.830
O -0.4053 -1.2712 2.1018 -1.407 1.940 1.175
La -1.2673 0.5841 2.7410 0.848 -1.704 -1.448
H -0.5438 2.5197 -0.4567 -0.567 -0.167 -0.972
H 1.6518 1.1408 -0.1464 -0.149 0.131 -0.150
H -1.1020 0.6647 -1.5808 1.295 4.257 1.029
H -1.3461 -1.1870 -0.4890 0.582 0.194 -1.653
H 1.3118 -1.4286 0.9833 -0.540 -0.003 -0.070
H 0.0767 -2.6600 0.6579 0.022 0.293 0.181
```
Positions in Å, forces in eV/Å.

Summary:
E_HOMO   -17.8331 eV
Kohn-Sham gap   8.05 eV
Net charge   +2

Löwdin population analysis, charges in e, atoms 1 to 6:
1 H 0.158
2 O -0.411
3 C -0.152
4 C -0.116
5 O -0.030
6 C -0.140



Entry 4:
Below is a single FHN2O molecule in a non-equilibrium geometry, with properties calculated with the ωB97M-V functional and the def2-TZVPD basis.

Geometry as XYZ:
```
5
Properties=species:S:1:pos:R:3:forces:R:3
O -2.1270 0.8548 -0.2767 2.028 -0.824 0.508
N -1.4442 0.1758 -1.0359 -1.452 -0.748 -3.601
N -0.2789 -0.2435 -0.7237 1.038 1.300 4.045
F 0.6116 -0.9446 -1.5202 -1.847 0.946 0.297
H 0.0988 0.0494 0.2182 0.232 -0.675 -1.250
```
Positions in Å, forces in eV/Å.

Summary:
E_HOMO   -9.9043 eV
Kohn-Sham gap   10.60 eV
Structure (SMILES)   O=NNF

Computed Löwdin charges, given in elementary charges:
1 O -0.048
2 N -0.139
3 N -0.021
4 F 0.020
5 H 0.188



Entry 5:
Below is a molecular structure, C7H10N4O2S2V in a non-equilibrium geometry, with properties calculated with the ωB97M-V functional and the def2-TZVPD basis.

Geometry as XYZ:
```
26
Properties=species:S:1:pos:R:3:forces:R:3
V -0.6211 -0.9662 -0.4840 0.277 -0.715 0.469
N 1.6128 -0.7945 -0.3973 0.067 -0.077 0.215
N 2.1336 -0.7446 0.9131 -0.174 0.014 -0.109
C 1.3287 -0.9915 1.9472 0.238 0.005 0.155
N 1.8388 -1.0972 3.1537 -0.047 0.010 -0.056
S -0.3877 -1.1539 1.7587 -0.192 0.091 -0.067
H 1.8898 -1.6984 -0.8041 0.016 -0.008 -0.074
H 2.0476 -0.0497 -0.9362 -0.042 0.055 -0.036
H 3.1407 -0.7468 1.0118 0.045 -0.038 0.028
H 2.8300 -1.0256 3.3389 0.010 0.002 0.022
H 1.2330 -1.2554 3.9464 -0.004 -0.008 0.015
S -2.8415 -0.6309 -0.3942 0.273 0.262 0.140
C -2.1882 1.0018 -0.6237 -0.198 0.088 -0.078
C -2.9080 2.1863 -0.5850 -0.032 -0.156 0.017
C -2.2164 3.3610 -0.7993 0.046 0.129 -0.023
C -0.8355 3.3462 -1.0330 -0.049 0.044 0.001
C -0.1819 2.1453 -1.0438 -0.057 -0.240 -0.022
N -0.8560 0.9883 -0.8385 -0.022 0.132 -0.238
H -3.9733 2.1702 -0.4029 0.005 0.001 -0.001
H -2.7477 4.3042 -0.7885 0.008 -0.004 0.000
H -0.2890 4.2620 -1.2050 -0.002 -0.005 0.003
H 0.8812 2.0683 -1.2237 0.012 0.033 -0.007
O 1.4973 -3.7378 -0.9232 0.069 0.043 -0.063
C 0.3364 -3.7664 -1.1383 -0.428 0.878 0.221
O -0.4049 -2.5542 -1.1320 0.143 -0.502 -0.409
H -0.3187 -4.6203 -1.3169 0.040 -0.035 -0.105
```
Positions in Å, forces in eV/Å.

Summary:
E_HOMO (spin up / spin down)   -15.7678 / -15.9574 eV
⟨S²⟩   0.764
Kohn-Sham gap (spin up / spin down)   6.74 / 7.47 eV
Net charge   +2
2S+1   2

Löwdin population analysis, charges in e, atoms 1 to 6:
1 V 0.611
2 N 0.030
3 N 0.007
4 C -0.688
5 N 0.183
6 S 0.846



Entry 6:
Below is a single C5H4N2S molecule in a non-equilibrium geometry, with properties calculated with the ωB97M-V functional and the def2-TZVPD basis.

Geometry as XYZ:
```
12
Properties=species:S:1:pos:R:3:forces:R:3
N -3.7634 -0.2414 -0.3264 1.570 0.275 1.166
C -2.6574 -0.0679 0.0123 -1.945 0.014 -1.821
C -1.2579 0.0422 0.0077 5.453 -5.658 0.345
C -0.4001 -1.4079 0.0016 -2.416 5.020 0.040
S 1.2846 -1.3763 0.1255 -0.365 -0.364 0.210
C 1.7463 0.2683 -0.3553 -0.868 1.180 1.011
C 0.7871 1.2333 0.4326 -0.074 -0.417 -0.937
N -0.4727 1.0831 0.3532 -1.794 -0.108 0.658
H -0.7769 -2.3982 0.2371 -0.527 0.273 -0.110
H 1.7276 0.4025 -1.4146 -0.801 0.139 -0.850
H 2.7934 0.3687 -0.1589 0.581 0.126 0.781
H 0.9891 2.0937 1.0851 1.185 -0.481 -0.493
```
Positions in Å, forces in eV/Å.

Summary:
E_HOMO (spin up / spin down)   -8.1637 / -8.1621 eV
Kohn-Sham gap (spin up / spin down)   7.29 / 7.29 eV
Structure (SMILES)   N#CC1=CSCC=N1

Löwdin population analysis, charges in e, atoms 1 to 6:
1 N 0.141
2 C -0.221
3 C -0.270
4 C -0.302
5 S 0.959
6 C -0.435